Entry 1:
A cluster of 2 separate species, C3H4F2 in total, computed with the ωB97M-V functional and the def2-TZVPD basis.

Highest occupied orbital energy, eV: -9.562
Strongest force on any atom, eV/A: 4.347
ΔE to the lowest compared entry with this formula, charge and spin, kcal per mole: 67.9
Structure (SMILES): FC1=CC1.F
Electronic energy, eV: -8607.172
Total charge: 0

Geometry as XYZ:
```
9
Properties=species:S:1:pos:R:3:mulliken_charge:R:1
F -0.692 1.660 -0.850 -0.22
C 0.255 0.935 -0.297 0.15
C 0.826 -0.175 0.011 -0.22
C 1.285 1.107 0.767 -0.55
H 0.755 -1.162 -0.022 0.42
H 1.079 1.236 1.823 0.23
H 2.252 1.528 0.403 0.19
F -3.062 0.839 0.742 -0.41
H -2.847 1.661 1.298 0.40
```

---

Entry 2:
An isolated molecule of C3H4F2, computed with the ωB97M-V functional and the def2-TZVPD basis.

Highest occupied orbital energy, eV: -10.520
Strongest force on any atom, eV/A: 2.405
ΔE to the lowest compared entry with this formula, charge and spin, kcal per mole: 11.4
Structure (SMILES): C=CC(F)F
Electronic energy, eV: -8609.618
Total charge: 0

Geometry as XYZ:
```
9
Properties=species:S:1:pos:R:3:mulliken_charge:R:1
C 1.990 0.023 -0.132 -0.62
C 0.838 -0.579 0.217 -0.31
C -0.570 -0.028 0.353 0.45
F -0.605 1.285 -0.069 -0.26
F -1.467 -0.797 -0.318 -0.23
H 1.967 1.003 -0.550 0.25
H 2.970 -0.416 -0.308 0.27
H 0.965 -1.645 0.284 0.31
H -0.807 0.164 1.432 0.15
```

---

Entry 3:
A structure of composition C3H4F2N3, computed with the ωB97M-V functional and the def2-TZVPD basis.

Highest occupied orbital energy, eV: -15.863
Strongest force on any atom, eV/A: 8.216
ΔE to the lowest compared entry with this formula, charge and spin, kcal per mole: 118.9
Electronic energy, eV: -13066.025
Total charge: +1

Geometry as XYZ:
```
12
Properties=species:S:1:pos:R:3:mulliken_charge:R:1
C -0.541 0.083 -0.464 0.20
C 1.449 0.822 0.560 -0.49
C 0.264 -0.500 0.670 0.84
N -0.297 1.353 -0.594 -0.05
N 0.635 1.786 0.108 -0.10
N -2.091 -0.852 -1.181 -0.39
F 0.019 -0.199 1.933 -0.18
F 0.611 -1.744 0.455 -0.17
H 1.891 0.978 1.544 0.33
H 2.115 0.429 -0.128 0.41
H -1.726 -1.749 -0.891 0.30
H -2.329 -0.407 -2.012 0.29
```

---

Entry 4:
An isolated molecule of C3H4F2O, computed with the ωB97M-V functional and the def2-TZVPD basis.

Highest occupied orbital energy, eV: -11.104
Strongest force on any atom, eV/A: 4.015
ΔE to the lowest compared entry with this formula, charge and spin, kcal per mole: 31.4
Structure (SMILES): C[C@H]1OC1(F)F
Electronic energy, eV: -10656.597
Total charge: 0

Geometry as XYZ:
```
10
Properties=species:S:1:pos:R:3:mulliken_charge:R:1
C 0.197 0.271 0.211 -1.04
C -0.987 -0.672 0.078 0.02
O -1.887 -0.565 1.133 -0.44
C -2.299 -0.014 0.011 0.83
F -2.557 1.299 0.032 -0.26
F -3.350 -0.517 -0.653 -0.26
H 1.225 -0.171 0.009 0.28
H 0.145 0.660 1.248 0.29
H -0.071 1.091 -0.491 0.27
H -1.141 -1.794 -0.278 0.32
```

---

Entry 5:
An isolated molecule of C3H4F2O, computed with the ωB97M-V functional and the def2-TZVPD basis.

Highest occupied orbital energy, eV: -10.058
Strongest force on any atom, eV/A: 5.058
ΔE to the lowest compared entry with this formula, charge and spin, kcal per mole: 60.7
Structure (SMILES): O[C@@H]1[C@@H](F)[C@H]1F
Electronic energy, eV: -10655.326
Total charge: 0

Geometry as XYZ:
```
10
Properties=species:S:1:pos:R:3:mulliken_charge:R:1
O 1.152 -0.642 -1.616 -0.55
C 0.123 -0.057 -0.868 -0.04
C 0.632 0.471 0.379 -0.25
F -0.180 1.483 0.913 -0.28
C -0.191 -0.808 0.357 0.04
F -1.400 -0.403 0.907 -0.28
H 0.728 -1.140 -2.527 0.36
H -0.750 0.420 -1.399 0.32
H 1.631 0.442 0.716 0.38
H 0.014 -1.933 0.545 0.32
```

---

Entry 6:
An isolated molecule of C3H4F2O, computed with the ωB97M-V functional and the def2-TZVPD basis.

Highest occupied orbital energy, eV: -10.507
Strongest force on any atom, eV/A: 1.365
ΔE to the lowest compared entry with this formula, charge and spin, kcal per mole: 21.8
Structure (SMILES): FC1(F)COC1
Electronic energy, eV: -10657.013
Total charge: 0

Geometry as XYZ:
```
10
Properties=species:S:1:pos:R:3:mulliken_charge:R:1
F 1.593 0.943 -0.172 -0.31
C 0.371 0.425 -0.443 1.06
F 0.158 0.724 -1.723 -0.30
C 0.252 -1.069 -0.161 -0.54
O -0.740 -0.763 0.822 -0.38
C -0.700 0.667 0.628 -0.53
H 1.118 -1.591 0.218 0.26
H -0.081 -1.603 -1.044 0.25
H -1.658 1.107 0.350 0.26
H -0.314 1.160 1.525 0.24
```

---

Entry 7:
An isolated molecule of C3H4F2S, computed with the ωB97M-V functional and the def2-TZVPD basis.

Highest occupied orbital energy, eV: -9.218
Strongest force on any atom, eV/A: 2.014
ΔE to the lowest compared entry with this formula, charge and spin, kcal per mole: 16.0
Structure (SMILES): FC[C@@H](F)C=S
Electronic energy, eV: -19444.776
Total charge: 0

Geometry as XYZ:
```
10
Properties=species:S:1:pos:R:3:mulliken_charge:R:1
F -1.853 1.819 0.604 -0.27
C -0.687 1.346 0.065 -0.47
C -0.271 0.063 0.696 0.50
F -1.072 -1.013 0.356 -0.29
C 1.109 -0.156 0.175 -0.43
S 1.528 -1.174 -0.994 -0.15
H 0.187 2.051 0.190 0.30
H -0.824 1.237 -1.008 0.31
H -0.297 0.216 1.812 0.23
H 1.909 0.510 0.655 0.28
```

---

Entry 8:
A cluster of 2 separate species, C3H4FI in total, computed with the ωB97M-V functional and the def2-TZVPD basis.

Highest occupied orbital energy (spin up / spin down), eV: -7.748 / -9.812
⟨S²⟩: 2.010
Strongest force on any atom, eV/A: 0.561
ΔE to the lowest compared entry with this formula, charge and spin, kcal per mole: 36.1
Multiplicity: 3
Electronic energy, eV: -13987.761
Total charge: 0

Geometry as XYZ:
```
9
Properties=species:S:1:pos:R:3:mulliken_spin:R:1
C -0.438 -0.589 0.075 -0.02
C 0.643 0.338 -0.481 0.00
C 0.423 -0.986 -1.018 0.81
F 2.662 -2.338 -0.327 0.85
I 0.641 -2.164 -2.629 0.23
H -0.281 -1.026 1.051 0.04
H -1.482 -0.396 -0.146 0.04
H 0.378 1.204 -1.077 0.03
H 1.525 0.494 0.127 0.04
```

---

Entry 9:
An isolated molecule of C3H4FN, computed with the ωB97M-V functional and the def2-TZVPD basis.

Highest occupied orbital energy, eV: -8.261
Strongest force on any atom, eV/A: 9.504
ΔE to the lowest compared entry with this formula, charge and spin, kcal per mole: 58.3
Structure (SMILES): C=N/C=C/F
Electronic energy, eV: -7380.007
Total charge: 0

Geometry as XYZ:
```
9
Properties=species:S:1:pos:R:3:mulliken_charge:R:1
C -1.781 0.109 0.174 -0.21
N -0.634 0.332 -0.304 -0.44
C 0.390 -0.534 -0.174 -0.25
C 1.739 0.267 -0.128 -0.12
F 2.952 -0.181 0.094 -0.21
H -2.495 0.892 -0.025 0.25
H -2.264 -0.648 0.924 0.21
H 0.328 -1.564 -0.117 0.46
H 1.766 1.328 -0.444 0.31
```

---

Entry 10:
An isolated molecule of C3H4FN, computed with the ωB97M-V functional and the def2-TZVPD basis.

Highest occupied orbital energy (spin up / spin down), eV: -6.666 / -10.092
⟨S²⟩: 2.023
Strongest force on any atom, eV/A: 7.063
ΔE to the lowest compared entry with this formula, charge and spin, kcal per mole: 6.6
Multiplicity: 3
Electronic energy, eV: -7378.413
Total charge: 0

Geometry as XYZ:
```
9
Properties=species:S:1:pos:R:3:mulliken_spin:R:1
C 1.788 -0.390 0.090 0.87
C -1.859 -0.013 0.094 0.49
C 0.503 0.372 -0.109 0.57
N -0.644 -0.351 0.122 -0.08
F 0.637 1.704 -0.169 0.05
H 2.719 0.035 -0.102 0.03
H 1.472 -1.394 0.267 0.03
H -2.443 -0.953 0.156 0.03
H -2.174 0.990 -0.349 0.01
```

---

Entry 11:
A cluster of 2 separate species, C3H4FNO in total, computed with the ωB97M-V functional and the def2-TZVPD basis.

Highest occupied orbital energy, eV: -9.023
Strongest force on any atom, eV/A: 4.721
ΔE to the lowest compared entry with this formula, charge and spin, kcal per mole: 138.1
Structure (SMILES): C=[NH+][O-].C#CF
Electronic energy, eV: -9424.628
Total charge: 0

Geometry as XYZ:
```
10
Properties=species:S:1:pos:R:3:mulliken_charge:R:1
C 1.077 -0.535 -0.784 -0.52
N 0.699 -1.182 0.263 0.27
O 0.917 -0.659 1.338 -0.60
H 0.865 -0.784 -1.857 0.31
H 1.436 0.524 -0.550 0.32
H 0.427 -2.145 0.402 0.22
C -1.260 1.236 0.979 -0.16
C -1.533 1.309 -0.181 -0.03
F -1.893 1.389 -1.387 -0.25
H -0.734 0.848 1.777 0.43
```

---

Entry 12:
An isolated molecule of C3H4FNO2, computed with the ωB97M-V functional and the def2-TZVPD basis.

Highest occupied orbital energy, eV: -11.143
Strongest force on any atom, eV/A: 6.166
ΔE to the lowest compared entry with this formula, charge and spin, kcal per mole: 5.1
Structure (SMILES): CN(C=O)C(=O)F
Electronic energy, eV: -11478.170
Total charge: 0

Geometry as XYZ:
```
11
Properties=species:S:1:pos:R:3:mulliken_charge:R:1
C 0.871 -0.962 0.046 -0.97
N -0.107 0.123 -0.027 0.06
C 0.251 1.482 -0.113 0.01
O 1.387 1.883 -0.151 -0.47
C -1.358 -0.307 0.184 0.61
O -1.813 -1.366 0.292 -0.41
F -2.273 0.768 -0.006 -0.28
H 1.314 -1.271 0.911 0.36
H 0.487 -1.760 -0.513 0.38
H 1.867 -0.679 -0.605 0.28
H -0.626 2.089 -0.017 0.42
```

---

Entry 13:
An isolated molecule of C3H4FNO2S, computed with the ωB97M-V functional and the def2-TZVPD basis.

Highest occupied orbital energy, eV: -9.326
Strongest force on any atom, eV/A: 6.376
ΔE to the lowest compared entry with this formula, charge and spin, kcal per mole: 69.4
Structure (SMILES): CO[S@](=O)(F)=CC#N
Electronic energy, eV: -22309.925
Total charge: 0

Geometry as XYZ:
```
12
Properties=species:S:1:pos:R:3:mulliken_charge:R:1
C 0.600 1.758 -0.754 -0.53
O 0.397 0.532 0.055 -0.23
S 0.084 -0.923 -0.412 1.06
O 0.864 -1.444 -1.464 -0.57
F -1.413 -0.620 -1.172 -0.31
C -0.325 -1.700 0.960 -0.58
C -0.777 -0.881 1.936 0.48
N -1.254 -0.045 2.626 -0.50
H 1.488 1.644 -1.484 0.26
H -0.290 1.772 -1.454 0.29
H 0.685 2.624 -0.026 0.22
H -0.059 -2.717 1.189 0.40
```

---

Entry 14:
A structure of composition C3H4FNO3, computed with the ωB97M-V functional and the def2-TZVPD basis.

Highest occupied orbital energy, eV: -10.980
Strongest force on any atom, eV/A: 4.363
ΔE to the lowest compared entry with this formula, charge and spin, kcal per mole: 121.0
Electronic energy, eV: -13521.394
Total charge: 0

Geometry as XYZ:
```
12
Properties=species:S:1:pos:R:3:mulliken_charge:R:1
C 0.553 0.970 0.000 -0.63
C -0.388 -0.170 0.212 -0.34
C -0.171 1.206 -1.251 0.88
N 0.517 1.089 -2.656 0.92
O -0.059 0.577 -3.539 -0.54
O 1.616 1.564 -2.680 -0.57
O -1.076 0.169 -1.045 -0.41
F -0.884 2.354 -1.375 -0.29
H 0.407 1.723 0.709 0.29
H 1.664 0.585 -0.023 0.22
H 0.003 -1.174 0.532 0.25
H -1.141 -0.042 0.984 0.22
```

---

Entry 15:
An isolated molecule of C3H4FNS, computed with the ωB97M-V functional and the def2-TZVPD basis.

Highest occupied orbital energy, eV: -8.676
Strongest force on any atom, eV/A: 4.730
ΔE to the lowest compared entry with this formula, charge and spin, kcal per mole: 42.3
Structure (SMILES): C=C(F)/C=N\S
Electronic energy, eV: -18216.165
Total charge: 0

Geometry as XYZ:
```
10
Properties=species:S:1:pos:R:3:mulliken_charge:R:1
C -2.659 -0.001 0.202 -0.81
C -1.298 -0.072 -0.090 0.73
F -0.575 -1.235 -0.239 -0.23
C -0.414 1.094 -0.047 -0.26
N 0.900 1.119 -0.132 -0.41
S 1.833 -0.337 0.149 -0.10
H -3.164 1.016 0.197 0.20
H -3.306 -0.768 0.443 0.34
H -0.723 2.053 -0.184 0.40
H 2.963 0.250 -0.141 0.15
```

---

Entry 16:
An isolated molecule of C3H4FP, computed with the ωB97M-V functional and the def2-TZVPD basis.

Highest occupied orbital energy, eV: -8.003
Strongest force on any atom, eV/A: 3.385
ΔE to the lowest compared entry with this formula, charge and spin, kcal per mole: 32.1
Structure (SMILES): CC1=P(F)=C1
Electronic energy, eV: -15179.368
Total charge: 0

Geometry as XYZ:
```
9
Properties=species:S:1:pos:R:3:mulliken_charge:R:1
C 0.189 -0.031 -0.688 -1.08
C -0.087 -0.637 0.630 0.29
P 0.151 -2.536 1.027 0.12
F -1.357 -3.011 0.607 -0.28
C -0.380 -0.484 1.864 -0.34
H -0.152 0.957 -0.813 0.37
H -0.355 -0.526 -1.588 0.27
H 1.193 0.045 -1.038 0.29
H -0.640 -0.456 2.971 0.37
```

---

Entry 17:
A structure of composition C3H4FeO3, computed with the ωB97M-V functional and the def2-TZVPD basis.

Highest occupied orbital energy (spin up / spin down), eV: -26.903 / -26.833
⟨S²⟩: 8.761
Strongest force on any atom, eV/A: 6.731
ΔE to the lowest compared entry with this formula, charge and spin, kcal per mole: 49.5
Multiplicity: 6
Electronic energy, eV: -43662.761
Total charge: +3

Geometry as XYZ:
```
11
Properties=species:S:1:pos:R:3:mulliken_spin:R:1
C -0.046 -0.216 -1.494 0.01
C 0.777 0.673 -0.712 0.01
O 0.780 0.796 0.552 0.01
C -0.080 0.094 1.447 -0.02
O -0.193 -1.132 1.305 0.41
O -0.643 0.793 2.289 0.43
H -0.957 0.332 -1.779 0.00
H 1.576 1.251 -1.189 0.00
H 0.515 -0.391 -2.433 0.00
Fe -1.418 -1.039 2.959 4.14
H -0.311 -1.160 -0.944 0.00
```

---

Entry 18:
A structure of composition C3H4GdLiO2, computed with the ωB97M-V functional and the def2-TZVPD basis.

Highest occupied orbital energy (spin up / spin down), eV: -26.925 / -26.914
⟨S²⟩: 16.189
Strongest force on any atom, eV/A: 2.372
Multiplicity: 8
Electronic energy, eV: -28255.311
Total charge: +4

Geometry as XYZ:
```
11
Properties=species:S:1:pos:R:3:mulliken_spin:R:1
O -0.128 -1.015 0.822 0.43
Li -1.314 0.764 0.178 -0.01
C 1.083 -0.825 0.519 0.03
C 1.374 -0.244 -0.780 0.09
H 1.859 -1.419 1.023 0.02
H 2.405 -0.496 -1.077 0.00
H 1.331 0.850 -0.658 -0.01
Gd -0.899 -2.374 2.763 6.44
C -2.814 2.396 -0.481 0.00
O -3.572 3.157 -0.805 0.00
H 0.675 -0.796 -1.502 0.01
```

---

Entry 19:
A structure of composition C3H4GdO3, computed with the ωB97M-V functional and the def2-TZVPD basis.

Highest occupied orbital energy (spin up / spin down), eV: -4.611 / -8.603
⟨S²⟩: 20.031
Strongest force on any atom, eV/A: 5.056
ΔE to the lowest compared entry with this formula, charge and spin, kcal per mole: 168.7
Multiplicity: 9
Electronic energy, eV: -30144.343
Total charge: 0

Geometry as XYZ:
```
11
Properties=species:S:1:pos:R:3:mulliken_spin:R:1
O 0.984 1.016 -0.163 0.01
C 0.754 -0.314 -0.276 -0.01
O 1.806 -0.943 -0.647 -0.02
Gd 1.092 -3.076 0.263 7.05
O -0.912 -2.482 -0.755 0.19
C -1.226 -1.218 -0.877 0.68
H -1.799 -0.897 0.040 0.11
C 0.013 1.815 0.483 0.01
H -0.426 1.284 1.340 -0.01
H -0.786 2.076 -0.227 0.00
H 0.500 2.738 0.819 0.00
```

---

Entry 20:
A structure of composition C3H4HgLiO3, computed with the ωB97M-V functional and the def2-TZVPD basis.

Highest occupied orbital energy (spin up / spin down), eV: -7.115 / -7.079
⟨S²⟩: 0.762
Strongest force on any atom, eV/A: 4.919
ΔE to the lowest compared entry with this formula, charge and spin, kcal per mole: 75.8
Multiplicity: 2
Electronic energy, eV: -13693.210
Total charge: 0

Geometry as XYZ:
```
12
Properties=species:S:1:pos:R:3:mulliken_spin:R:1
H -1.367 2.764 -0.998 0.00
O -1.747 0.837 -1.533 -0.01
O 1.099 -1.675 -1.271 0.28
C -1.497 1.708 -0.694 0.00
C 1.663 -1.274 -0.247 0.22
H -1.775 1.532 0.365 0.00
Hg -1.071 -1.379 -1.769 0.24
Li 2.976 -0.732 1.535 0.02
O 1.389 0.041 1.878 0.09
C 0.625 -0.543 0.894 0.16
H -0.046 -1.433 1.051 0.01
H -0.247 0.155 0.790 -0.01
```